# C3H6NO2

The ion C3H6NO2 with charge -1 in a non-equilibrium geometry (wB97M-V/def2-TZVPD, OMol25).

HOMO energy = -3.92 eV
Multiplicity = 1
Total charge = -1
SMILES = NCCC(=O)[O-]

CARTESIAN COORDINATES (ANGSTROEM)
N 1.85923 0.52328 -0.15623
C 0.70628 -0.32198 0.23414
C -0.59746 0.46639 -0.02332
C -1.89285 -0.38011 0.15280
O -1.68076 -1.60616 0.32563
O -2.97963 0.22001 0.11883
H 1.65830 0.76891 -1.12216
H 2.71145 -0.03661 -0.16509
H 0.68719 -0.52015 1.30482
H 0.62786 -1.26175 -0.31531
H -0.54603 1.28921 0.69398
H -0.55357 0.85897 -1.04810